Record 1
25
Properties=species:S:1:pos:R:3 method="wB97M-V/def2-TZVPD" lumo_ev=0.6 homo_lumo_gap_ev=9.22 e_homo_ev=-8.663
C 1.52 3.32 0.14
C 0.56 2.90 -0.60
O 0.51 1.58 -0.81
C 1.42 0.98 0.09
C 2.42 2.09 0.47
H 1.55 4.33 0.41
H -0.19 3.51 -1.06
H 1.92 0.08 -0.40
H 0.79 0.46 0.83
H 3.30 2.12 -0.09
H 2.77 2.06 1.46
N -1.49 -1.07 -2.27
P -0.06 -0.80 -3.00
O 0.85 -1.76 -2.34
H -2.38 -0.63 -2.53
H -1.91 -1.90 -1.83
C -1.77 -1.20 2.05
C -0.86 -1.97 1.14
S -1.68 -3.44 0.27
H -1.60 -0.16 1.77
H -2.81 -1.48 1.77
H -1.60 -1.64 3.11
H -0.06 -2.51 1.83
H -0.35 -1.37 0.35
H -0.87 -3.51 -0.77

***

Record 2
26
Properties=species:S:1:pos:R:3 method="wB97M-V/def2-TZVPD" total_charge=-1 lumo_ev=3.6 homo_lumo_gap_ev=9.19 e_homo_ev=-5.593
C -0.94 -2.69 -0.09
C -0.54 -1.28 -0.17
C -0.81 -0.44 1.03
C -0.84 1.04 0.74
C 0.65 1.71 0.32
C 3.40 -1.63 -0.11
N 3.81 -2.79 -0.21
O 2.50 4.64 0.56
O 0.64 2.83 -0.16
O 1.65 0.93 0.39
O 2.44 -1.24 -0.94
O 3.84 -0.64 0.68
H -1.12 -3.38 -0.86
H -1.90 -2.70 0.47
H -0.24 -3.32 0.66
H 0.53 -1.26 -0.53
H -1.16 -0.82 -0.92
H -0.08 -0.72 1.76
H -1.76 -0.47 1.60
H -1.03 1.41 1.71
H -1.56 1.44 0.02
H 1.74 4.00 0.40
H 4.63 -3.06 0.32
H 2.25 -0.36 -0.65
H 3.15 4.20 1.05
H 3.17 0.05 0.75

***

Record 3
22
Properties=species:S:1:pos:R:3 method="wB97M-V/def2-TZVPD" total_charge=-1 lumo_ev=3.6 homo_lumo_gap_ev=5.91 e_homo_ev=-2.279
C 1.16 -3.19 -1.12
C 0.75 -1.84 -0.53
C 2.02 -0.93 -0.18
N 1.95 0.48 -0.38
C 0.91 1.24 0.32
C -0.35 1.47 -0.54
C -1.63 1.79 0.17
S -2.12 0.55 1.40
H 0.58 -3.47 -2.00
H 2.21 -3.21 -1.42
H 1.02 -4.03 -0.44
H 0.21 -1.89 0.41
H 0.11 -1.34 -1.24
H 2.88 -1.36 -0.68
H 2.11 -1.12 0.90
H 2.10 0.80 -1.32
H 0.73 0.84 1.30
H 1.34 2.25 0.42
H -0.48 0.54 -1.10
H -0.10 2.22 -1.30
H -1.62 2.78 0.56
H -2.43 1.83 -0.59

***

Record 4
21
Properties=species:S:1:pos:R:3 method="wB97M-V/def2-TZVPD" lumo_ev=0.9 homo_lumo_gap_ev=10.37 e_homo_ev=-9.496
C 1.30 -0.93 -0.67
C 0.65 0.07 -1.27
C -0.17 -0.16 -2.51
C 0.71 1.49 -0.77
H 1.95 -0.75 0.19
H 1.26 -1.95 -1.04
H -0.31 -1.23 -2.72
H 0.35 0.28 -3.38
H -1.15 0.32 -2.45
H 1.19 1.56 0.21
H -0.29 1.92 -0.69
H 1.28 2.11 -1.48
C -1.90 -0.56 0.37
O -2.04 0.54 0.85
H -2.25 -0.81 -0.65
H -1.39 -1.38 0.92
C 0.25 -0.14 3.05
H 0.83 -0.65 3.83
H -0.77 -0.53 3.04
H 0.22 0.94 3.26
H 0.71 -0.31 2.08

***

Record 5
21
Properties=species:S:1:pos:R:3 method="wB97M-V/def2-TZVPD" lumo_ev="-0.8 / -0.8" homo_lumo_gap_ev="7.76 / 7.75" e_homo_ev="-8.508 / -8.505"
C 2.03 -1.74 0.39
O 1.48 -0.33 -1.22
C 0.82 0.75 -0.89
C -0.65 0.42 0.01
C -1.15 1.80 0.42
C -1.58 -0.29 -0.97
C -0.26 -0.43 1.12
H 1.89 -2.28 1.33
H 2.88 -1.07 0.43
H 1.98 -2.40 -0.47
H 0.39 1.34 -1.74
H 1.39 1.47 -0.25
H -0.48 2.26 1.15
H -2.16 1.79 0.85
H -1.19 2.45 -0.46
H -1.10 -1.19 -1.36
H -1.81 0.38 -1.81
H -2.54 -0.58 -0.52
H 0.85 -1.03 0.68
H -0.77 -1.38 1.29
H 0.00 0.06 2.06

***

Record 6
21
Properties=species:S:1:pos:R:3 method="wB97M-V/def2-TZVPD" lumo_ev=0.7 homo_lumo_gap_ev=9.45 e_homo_ev=-8.733
C 1.92 -1.96 0.37
C 1.56 -0.61 -0.45
C 0.60 0.24 -0.20
C 0.07 0.42 1.28
C -0.15 1.00 -1.26
C 0.42 2.38 -1.26
H 0.96 -2.46 0.72
H 2.45 -2.83 -0.26
H 2.49 -1.66 1.19
H 2.07 -0.52 -1.37
H -0.22 1.62 1.16
H 0.94 0.46 1.89
H -0.70 -0.23 1.78
H -1.20 1.15 -1.03
H 0.17 0.57 -2.21
H 0.70 2.90 -2.23
H 1.18 2.54 -0.54
H -0.37 3.20 -0.90
O -4.41 -1.68 1.09
H -4.74 -2.41 1.65
H -3.73 -2.12 0.59

***

Record 7
21
Properties=species:S:1:pos:R:3 method="wB97M-V/def2-TZVPD" lumo_ev=0.9 homo_lumo_gap_ev=10.90 e_homo_ev=-10.017
C -0.24 0.74 0.76
C -1.01 0.55 -0.51
C -1.52 -0.92 -0.49
C -0.36 -1.84 -0.64
C 0.65 -1.59 0.55
C 0.99 -0.14 0.66
H -0.89 0.52 1.63
H 0.01 1.82 0.79
H -0.49 0.90 -1.42
H -1.92 1.16 -0.39
H -2.15 -1.08 -1.38
H -2.12 -1.18 0.41
H -0.64 -2.91 -0.66
H 0.05 -1.58 -1.63
H 0.21 -1.89 1.53
H 1.56 -2.19 0.39
H 1.45 -0.05 1.67
H 1.74 0.22 -0.08
O 1.60 2.99 -0.76
H 2.19 3.65 -0.32
H 0.89 2.81 -0.10

***

Record 8
21
Properties=species:S:1:pos:R:3 method="wB97M-V/def2-TZVPD" lumo_ev=1.1 homo_lumo_gap_ev=10.89 e_homo_ev=-9.748
C -3.44 -0.08 -0.53
C -2.28 -0.32 0.43
C -0.93 -0.15 -0.25
C 0.27 -0.39 0.72
C 1.53 -0.08 -0.11
O 2.67 0.25 0.70
C 3.88 0.64 0.08
H -4.41 -0.22 -0.04
H -3.38 -0.78 -1.38
H -3.41 0.94 -0.93
H -2.34 0.36 1.28
H -2.30 -1.34 0.83
H -0.89 -0.80 -1.15
H -0.94 0.86 -0.69
H 0.21 -1.40 1.23
H 0.25 0.44 1.45
H 1.70 -0.98 -0.74
H 1.16 0.83 -0.69
H 4.36 -0.18 -0.49
H 4.60 0.90 0.89
H 3.71 1.49 -0.62

***

Record 9
21
Properties=species:S:1:pos:R:3 method="wB97M-V/def2-TZVPD" lumo_ev=1.0 homo_lumo_gap_ev=11.19 e_homo_ev=-10.170
C 1.41 0.23 -2.01
C 0.04 -0.45 -2.09
C -0.56 -0.78 -0.72
C -0.89 0.46 0.12
C 0.14 0.76 1.21
C 0.06 -0.20 2.40
O -1.06 0.02 3.22
H 1.33 1.20 -1.53
H 1.81 0.38 -3.01
H 2.11 -0.39 -1.46
H -0.65 0.20 -2.64
H 0.14 -1.38 -2.66
H -1.47 -1.36 -0.89
H 0.14 -1.42 -0.18
H -0.97 1.32 -0.53
H -1.87 0.33 0.59
H 1.15 0.70 0.80
H -0.01 1.77 1.59
H 0.08 -1.25 2.05
H 0.92 -0.05 3.06
H -1.86 -0.06 2.68

***

Record 10
21
Properties=species:S:1:pos:R:3 method="wB97M-V/def2-TZVPD" lumo_ev=1.0 homo_lumo_gap_ev=11.43 e_homo_ev=-10.470
C -2.50 0.06 -1.19
C -1.12 -0.37 -0.74
C -0.68 -0.32 0.72
C 0.90 -0.10 -0.02
C 2.16 0.75 0.33
C 0.05 0.52 -1.10
H -3.28 -0.61 -0.83
H -2.52 0.05 -2.28
H -2.71 1.07 -0.85
H -0.91 -1.39 -1.08
H -1.12 -1.16 1.31
H -1.02 0.59 1.23
H 1.27 -1.09 -0.32
H 1.97 1.56 1.04
H 2.50 1.25 -0.60
H 3.02 0.17 0.68
H -0.17 1.54 -0.76
H 0.44 0.53 -2.12
O 1.44 -1.35 2.21
H 0.62 -1.15 1.74
H 1.65 -0.51 2.63

***

We obtain energy relative to the best compared isomer or geometry (same formula, charge and spin) values of 69.6, 6.3, 15.9, 40.7, 118.1, 72.2, 14.2, 28.2, 11.0, 48.9 kcal per mole for the records listed above, in that order.